P) Below is 10 unconnected molecules or ions with the total composition H20O10, with properties calculated with ωB97M-V with the def2-TZVPD basis set.

Summary:
SMILES string: O.O.O.O.O.O.O.O.O.O
Orbital gap, hartree: 0.3599
LUMO energy, eV: -0.29

The geometry in XYZ format:
```
30
H20O10 | the Open Molecules 2025 dataset | ωB97M-V with the def2-TZVPD basis set
O 0.283 1.634 -3.002
H 0.210 1.918 -2.119
H 1.232 1.223 -2.985
O 1.530 3.384 2.588
H 1.008 2.663 2.450
H 1.025 4.082 2.597
O -0.320 -3.262 -1.740
H -0.290 -2.473 -2.304
H -0.055 -3.890 -2.321
O -0.666 -3.028 1.069
H -1.374 -3.704 1.185
H -0.334 -2.999 0.100
O -0.519 2.827 0.146
H -1.108 3.429 -0.261
H 0.457 3.128 0.016
O 0.122 0.088 0.248
H -0.245 0.844 0.448
H -0.501 -0.696 0.015
O -1.293 -0.814 -2.613
H -2.061 -1.110 -3.316
H -0.851 -0.073 -3.021
O 1.076 -1.735 3.203
H 0.308 -1.937 2.591
H 1.769 -1.264 2.745
O -1.706 2.043 2.454
H -2.681 1.578 2.395
H -1.529 2.549 1.764
O 2.427 -1.692 -0.668
H 2.445 -1.293 -1.466
H 1.645 -1.418 -0.199
```

---

Q) Below is 10 unconnected molecules or ions with the total composition H20O10, with properties calculated with ωB97M-V with the def2-TZVPD basis set.

Summary:
Orbital gap, hartree: 0.3522
LUMO energy, eV: -0.53

The geometry in XYZ format:
```
30
H20O10 | the Open Molecules 2025 dataset | ωB97M-V with the def2-TZVPD basis set
O 11.074 -34.357 -28.035
H 12.049 -34.228 -27.730
H 10.658 -33.557 -27.814
H 10.934 -34.604 -28.967
O 13.561 -33.256 -27.497
H 14.174 -32.768 -26.889
O 11.969 -32.226 -25.583
H 12.489 -32.496 -26.440
H 11.141 -31.985 -25.878
O 15.067 -34.318 -29.465
H 14.383 -33.833 -28.750
H 15.767 -34.516 -28.915
O 10.035 -31.797 -27.782
H 9.358 -31.682 -28.354
H 10.879 -31.340 -28.075
O 9.200 -34.268 -30.120
H 9.181 -34.506 -31.072
H 8.421 -34.385 -29.681
O 11.885 -35.583 -30.414
H 12.648 -36.189 -30.210
H 11.979 -35.443 -31.336
O 10.271 -37.673 -30.360
H 10.135 -37.732 -31.324
H 10.806 -36.952 -30.344
O 12.854 -30.854 -28.682
H 12.599 -31.162 -29.598
H 12.969 -31.782 -28.263
O 13.106 -35.528 -26.085
H 14.010 -36.071 -25.744
H 13.320 -34.765 -26.666
```

---

Result of the stability comparison: P) is the most stable of them.

---

P) Below is 10 unconnected molecules or ions with the total composition H20O10, with properties calculated with ωB97M-V with the def2-TZVPD basis set.

Summary:
SMILES string: O.O.O.O.O.O.O.O.O.O
Orbital gap, hartree: 0.3719
LUMO energy, eV: -0.51

The geometry in XYZ format:
```
30
H20O10 | the Open Molecules 2025 dataset | ωB97M-V with the def2-TZVPD basis set
O -4.589 -8.944 -3.759
H -4.299 -9.549 -4.449
H -3.779 -8.615 -3.357
O -9.131 -9.620 -6.786
H -8.221 -9.458 -7.096
H -9.491 -8.746 -6.600
O -6.979 -11.997 -11.217
H -6.435 -11.277 -10.859
H -7.707 -12.071 -10.583
O -6.478 -10.458 -7.160
H -6.419 -10.595 -8.117
H -5.650 -10.801 -6.793
O -8.529 -11.678 -8.777
H -8.940 -11.134 -8.084
H -8.404 -12.539 -8.360
O -5.587 -9.539 -10.338
H -4.632 -9.660 -10.275
H -5.726 -9.107 -11.191
O -8.713 -11.985 -4.847
H -9.610 -12.022 -5.193
H -8.398 -11.113 -5.121
O -3.792 -8.195 -7.589
H -4.034 -8.996 -7.103
H -2.917 -8.372 -7.950
O -6.863 -7.576 -8.274
H -6.121 -8.194 -8.269
H -7.342 -7.775 -9.085
O -3.807 -10.921 -6.143
H -3.804 -11.509 -5.373
H -3.147 -11.297 -6.740
```

---

Q) Below is 10 unconnected molecules or ions with the total composition H20O10, with properties calculated with ωB97M-V with the def2-TZVPD basis set.

Summary:
SMILES string: O.O.O.O.O.O.O.O.O.O
Orbital gap, hartree: 0.4128
LUMO energy, eV: 0.09

The geometry in XYZ format:
```
30
H20O10 | the Open Molecules 2025 dataset | ωB97M-V with the def2-TZVPD basis set
O -0.892 -0.661 3.696
H -0.135 -0.275 3.239
H -1.141 -1.407 3.141
O -4.005 -0.720 -1.270
H -3.861 -0.055 -0.582
H -3.333 -1.356 -0.983
O 2.835 2.308 0.572
H 3.137 1.400 0.539
H 3.119 2.646 -0.285
O 2.530 0.206 -1.435
H 1.877 0.161 -0.723
H 2.190 -0.421 -2.079
O -2.890 2.409 -0.089
H -2.371 2.945 0.517
H -3.755 2.476 0.337
O -1.362 -2.458 -1.692
H -1.634 -2.502 -0.778
H -2.019 -2.241 -2.351
O 2.264 -1.631 2.141
H 2.594 -2.099 2.915
H 3.082 -1.301 1.752
O -0.660 -0.089 0.017
H -1.130 0.741 -0.132
H -0.573 -0.196 0.967
O 0.238 3.567 -1.692
H 0.660 4.131 -1.037
H 0.727 2.738 -1.642
O 1.292 -2.606 -0.764
H 2.023 -3.204 -0.591
H 1.194 -2.506 -1.708
```

---

R) Below is 10 unconnected molecules or ions with the total composition H20O10, with properties calculated with ωB97M-V with the def2-TZVPD basis set.

Summary:
SMILES string: O.O.O.O.O.O.O.O.O.O
Orbital gap, hartree: 0.3584
LUMO energy, eV: -0.76

The geometry in XYZ format:
```
30
H20O10 | the Open Molecules 2025 dataset | ωB97M-V with the def2-TZVPD basis set
O 0.620 -2.309 0.983
H 1.357 -2.583 1.549
H -0.060 -1.960 1.531
O 1.143 -3.459 -1.446
H 0.773 -3.208 -2.274
H 0.728 -2.855 -0.820
O 0.552 0.468 -0.114
H 0.373 -0.495 -0.192
H -0.228 0.880 0.312
O -2.828 0.998 -1.128
H -2.357 1.830 -1.002
H -3.649 1.265 -1.469
O 2.201 2.482 1.974
H 3.025 2.191 1.736
H 1.891 2.564 1.059
O 0.033 1.196 -2.792
H -0.128 2.118 -2.673
H 0.381 0.976 -1.891
O -1.346 -1.021 -2.332
H -0.897 -0.209 -2.561
H -1.939 -0.645 -1.717
O 2.925 -0.144 0.600
H 2.961 -0.842 -0.087
H 2.085 0.282 0.328
O -1.688 1.247 1.500
H -2.327 1.337 0.837
H -1.385 2.077 1.751
O -0.920 -1.073 2.915
H -1.229 -0.362 2.333
H -0.067 -0.744 3.089
```

---

Result of the stability comparison: P) is the most stable of them.